Computed, not measured: C46H48BIN14P2RuSe2 as an isolated structure in a non-equilibrium geometry, with ωB97M-V with the def2-TZVPD basis set.

HOMO level (alpha / beta) (eV): -9.69 / -9.69
Molar mass (g mol⁻¹): 1255.642
Gap between HOMO and LUMO (alpha / beta) (eV): 7.2536 / 6.0956
LUMO (alpha / beta) (eV): -2.4406 / -3.5982
ΔE to the lowest compared entry with this formula, charge and spin (kJ/mol): 0.0

ORCA input file:
```
! RIJCOSX wB97M-V def2-TZVPD def2/J DEFGRID3
* xyz 1 2
I 5.539 0.691 -3.083
Ru 1.636 0.971 -0.748
Se -3.527 -1.482 -4.263
Se 1.302 -1.428 0.323
P -0.852 -1.459 0.135
P -3.898 -0.623 -2.383
N 3.396 0.589 1.116
N 1.701 2.746 -1.804
N 0.842 2.001 0.930
N -2.043 1.316 -2.440
N 4.301 -0.350 0.779
N 1.946 -0.269 -2.522
N -0.841 1.679 -2.108
N 0.716 3.336 1.026
N 2.436 -1.774 -4.017
N 4.202 2.221 -0.907
N 4.486 -0.038 2.850
N 1.026 3.870 -1.512
N 4.959 -0.732 1.806
N -0.339 0.802 -1.259
C -1.382 -3.023 -0.566
C -1.880 -4.064 0.208
C -7.203 2.567 -2.566
C -2.143 -5.289 -0.385
C -2.746 0.325 3.262
C -1.798 -1.732 4.075
C 4.925 -0.306 4.215
C 6.269 4.063 -0.545
C 4.099 3.236 -0.037
C 1.691 4.037 -3.621
C -5.003 1.806 -3.171
C -6.009 2.753 -3.250
C 0.452 3.660 2.295
C 6.390 3.033 -1.456
C 0.404 2.503 3.060
C 5.088 4.172 0.177
C 2.597 -0.730 5.128
C -1.580 -1.142 1.753
C 5.322 2.150 -1.600
C -5.302 -3.948 -0.509
C -5.178 0.667 -2.382
C 3.521 0.774 2.407
C -4.771 -3.088 -1.460
C -1.278 -0.144 -0.982
C 1.521 -0.939 -4.615
C 2.112 2.837 -3.076
C -2.275 0.040 1.989
C 0.660 1.488 2.149
C -2.518 -0.564 4.301
C -5.148 -2.218 1.157
C -5.482 -3.519 0.798
C -1.940 -5.462 -1.746
C -1.316 -2.015 2.808
C 3.965 -2.648 4.245
C -7.394 1.422 -1.808
C 4.004 -1.292 4.940
C -1.474 -4.410 -2.524
C 1.000 4.655 -2.588
C -4.440 -1.786 -1.106
C 3.614 -2.095 -1.882
C -2.372 0.179 -1.783
C -4.649 -1.350 0.200
C -1.178 -3.193 -1.936
C 2.675 -1.350 -2.762
C 1.233 -0.003 -3.684
C -6.386 0.472 -1.717
B 0.541 4.392 -0.123
H 3.120 -2.971 -1.462
H 3.164 3.296 0.508
H 4.459 -1.419 5.927
H 3.340 -3.341 4.809
H 1.165 -1.080 -5.619
H 4.963 0.650 4.736
H 0.195 2.411 4.111
H 0.522 5.618 -2.536
H 2.693 2.047 -3.519
H 3.540 -2.565 3.241
H -1.354 -4.531 -3.592
H -5.897 -4.193 1.536
H -4.619 -3.410 -2.484
H 0.545 0.819 -3.759
H -0.817 -2.372 -2.545
H -4.451 -0.319 0.462
H 0.281 4.691 2.558
H 0.737 0.423 2.306
H -5.863 3.636 -3.858
H 2.963 1.464 3.017
H 1.860 4.409 -4.615
H -5.570 -4.958 -0.791
H -5.298 -1.873 2.172
H -2.086 -3.926 1.261
H -2.438 0.745 1.182
H -0.623 4.679 -0.219
H -2.528 -6.102 0.216
H -3.283 1.247 3.440
H 2.609 0.271 5.566
H -0.716 -2.903 2.649
H 2.856 -2.591 -4.426
H -8.330 1.260 -1.291
H 4.476 -2.423 -2.465
H 2.018 -1.375 5.789
H -2.162 -6.415 -2.208
H 3.978 -1.470 -1.070
H 4.927 4.971 0.887
H -1.603 -2.417 4.890
H -2.890 -0.344 5.293
H -7.990 3.307 -2.637
H 1.220 5.338 0.198
H -4.085 1.943 -3.722
H 5.937 -0.698 4.134
H 7.278 2.913 -2.058
H -6.560 -0.423 -1.136
H 7.074 4.773 -0.412
H 2.061 -0.686 4.175
H 4.960 -3.085 4.155
*
```



Computed, not measured: C46H48F3N4O4P2Si2Tb as an isolated structure in a non-equilibrium geometry, with ωB97M-V with the def2-TZVPD basis set.

HOMO level (alpha / beta) (eV): -6.80 / -6.75
Molar mass (g mol⁻¹): 1054.953
Gap between HOMO and LUMO (alpha / beta) (eV): 4.6962 / 4.6539
LUMO (alpha / beta) (eV): -2.1026 / -2.0992

ORCA input file:
```
! RIJCOSX wB97M-V def2-TZVPD def2/J DEFGRID3
* xyz 0 7
Tb -0.925 -0.124 -0.043
P 1.566 0.372 -1.665
P 1.524 0.132 1.583
Si -0.807 -0.429 -3.492
Si -0.655 0.746 3.580
F -0.321 -4.698 -1.373
F -1.122 -5.041 0.614
F 0.993 -4.630 0.350
O 0.099 -2.075 -0.772
O -1.276 -2.396 0.926
O -7.537 -4.530 0.174
O -8.922 -2.853 -0.198
N -3.419 0.444 0.007
N 0.041 0.310 -2.182
N -1.447 2.338 -0.384
N -0.023 0.176 2.070
C -0.498 -2.801 0.050
C 2.359 1.835 -2.419
C 2.047 -3.603 3.162
C 4.098 3.501 -2.364
C -4.499 -0.439 0.027
C -1.887 0.942 -4.225
C 3.524 -1.809 1.645
C -7.794 -3.214 -0.001
C -2.705 2.742 -0.035
C 4.094 1.670 4.405
C 4.092 -1.800 -4.031
C 1.811 2.447 -3.539
C 2.586 1.222 2.585
C 3.302 -0.790 -3.505
C 4.087 -3.015 2.027
C -3.691 1.747 0.123
C -0.495 2.624 3.750
C 4.251 -2.992 -3.339
C 2.208 -1.507 1.996
C 3.632 -3.165 -2.110
C 3.349 -3.908 2.794
C -5.390 -2.619 0.589
C -2.054 5.055 -0.112
C -6.629 -2.287 0.039
C 2.556 2.585 2.286
C 0.226 -1.257 -4.835
C 0.107 -0.061 5.108
C -0.241 -4.324 -0.086
C 3.363 0.768 3.647
C -2.034 -1.717 -2.801
C 3.557 4.097 -3.496
C 4.054 3.025 4.108
C -0.786 4.637 -0.545
C 1.468 -2.413 2.747
C 2.414 3.573 -4.082
C -6.788 -1.014 -0.502
C -3.012 4.110 0.143
C 1.553 0.851 0.011
C -5.749 -0.107 -0.520
C 3.501 2.372 -1.828
C 2.846 -2.154 -1.582
C -0.538 3.284 -0.646
C -4.348 -1.714 0.590
C -2.494 0.326 3.484
C 2.656 -0.965 -2.281
C 3.286 3.484 3.047
H -2.272 6.108 0.013
H 0.763 -2.122 -4.438
H -0.013 5.353 -0.788
H -2.708 0.520 -4.810
H -0.289 0.395 6.018
H -0.600 3.116 2.780
H 2.381 -2.292 -0.625
H 1.987 4.046 -4.957
H -5.887 0.854 -0.998
H 0.900 2.042 -3.964
H 4.583 -1.653 -4.984
H 3.755 -4.091 -1.562
H 3.790 -4.847 3.104
H 4.027 4.976 -3.919
H 4.857 -3.785 -3.757
H 4.698 1.316 5.230
H 1.953 2.925 1.453
H 4.980 3.924 -1.900
H 0.473 2.910 4.168
H 3.255 4.542 2.820
H -2.436 -1.415 -1.825
H -2.888 -1.832 -3.471
H 1.192 0.063 5.117
H -1.273 3.013 4.411
H -4.694 2.080 0.379
H -5.225 -3.578 1.069
H -1.568 -2.697 -2.687
H 1.480 -4.297 3.768
H 5.100 -3.257 1.731
H 0.444 -2.174 3.005
H -0.106 -1.131 5.151
H -3.038 0.785 4.313
H -4.002 4.395 0.474
H -7.751 -0.754 -0.924
H 3.183 0.141 -4.044
H 0.965 -0.567 -5.250
H 4.102 -1.088 1.077
H -1.323 1.610 -4.881
H -2.673 -0.752 3.523
H -2.926 0.705 2.555
H 0.440 2.928 -0.938
H 3.908 1.898 -0.940
H 3.398 -0.287 3.888
H -3.412 -1.976 1.055
H -2.317 1.548 -3.424
H -0.412 -1.595 -5.654
H 4.625 3.725 4.705
H -6.594 -4.693 0.256
*
```